The following is a quantum chemistry calculation of a structure of composition C18H42CrNO2P2Si2, from OMol25.

```
68
C18H42CrNO2P2Si2 | OMol25 | ωB97M-V/def2-TZVPD
Cr 0.143 -0.104 -0.269
P 2.237 -0.191 0.630
C 3.135 -0.941 -0.724
C 2.378 -1.557 -1.735
N 1.019 -1.271 -1.808
C 0.372 -1.453 -2.971
C 0.909 -2.256 -3.978
C 2.219 -2.727 -3.845
C 2.973 -2.325 -2.759
C -0.937 -0.704 -3.150
P -0.970 0.841 -2.142
H 4.032 -2.562 -2.657
H 0.301 -2.476 -4.852
H 2.645 -3.381 -4.606
H -1.041 -0.439 -4.216
H -1.780 -1.361 -2.880
H 4.397 0.765 -2.093
H 4.218 -1.070 -0.776
H 3.352 2.723 -2.191
O 4.561 1.671 -2.418
H 5.460 1.705 -2.783
H 0.357 1.415 -0.885
O 2.582 3.201 -1.781
H 1.972 3.408 -2.504
C -0.265 2.010 -3.325
H -0.817 1.928 -4.274
H -0.375 3.020 -2.901
H 0.796 1.761 -3.459
C -2.731 1.288 -2.218
H -2.850 2.298 -1.809
H -3.051 1.298 -3.270
H -3.356 0.584 -1.655
C 2.276 -1.491 1.901
H 3.317 -1.784 2.086
H 1.798 -1.173 2.831
H 1.730 -2.347 1.485
C 3.322 1.167 1.130
H 2.937 1.674 2.021
H 4.319 0.753 1.342
H 3.361 1.873 0.289
C -0.572 -1.102 4.233
Si -0.723 0.461 3.181
C -2.120 1.538 3.873
C 0.864 1.412 3.540
C -1.080 0.236 1.310
Si -2.742 -0.683 1.127
C -3.350 -1.773 2.555
C -4.052 0.666 0.932
C -2.807 -1.909 -0.309
H -0.360 -0.841 5.283
H 0.242 -1.756 3.904
H -1.470 -1.726 4.250
H -1.822 1.936 4.852
H -2.328 2.400 3.224
H -3.070 1.016 4.034
H 1.042 2.186 2.788
H 0.772 1.920 4.513
H 1.763 0.791 3.629
H -1.135 1.266 0.858
H -3.486 -1.258 3.511
H -4.327 -2.216 2.306
H -2.665 -2.614 2.716
H -3.740 1.493 0.282
H -4.973 0.226 0.527
H -4.308 1.118 1.900
H -2.747 -1.450 -1.300
H -1.989 -2.642 -0.225
H -3.759 -2.463 -0.274
```

Properties
charge = +2
spin multiplicity = 4

---

The following is a quantum chemistry calculation of a structure of composition C18H42F3N2O6Pd, from OMol25.

```
72
C18H42F3N2O6Pd | OMol25 | ωB97M-V/def2-TZVPD
Pd -0.015 0.150 0.195
C -0.602 -2.714 -2.113
O 0.113 -3.763 -1.564
O -0.673 -1.777 -1.052
C -0.182 -2.280 -3.566
F -0.669 -1.076 -3.884
F 1.184 -2.348 -3.670
F -0.698 -3.123 -4.533
C 0.146 -5.040 -2.327
C 1.228 -5.814 -1.561
H 1.345 -6.777 -2.058
H 2.164 -5.280 -1.722
H 0.827 -5.879 -0.549
H 0.474 -4.942 -3.362
H -0.782 -5.610 -2.277
H -1.626 -3.067 -2.238
C -2.437 -1.873 2.851
C -1.754 -0.471 2.802
C -1.928 0.054 4.217
O -0.496 -0.710 2.276
H -1.787 -2.605 3.330
H -2.643 -2.140 1.815
H -3.398 -1.957 3.358
H -2.314 0.150 2.103
H -1.624 1.101 4.237
H -1.347 -0.508 4.948
H -2.963 -0.077 4.533
C 3.920 -1.934 1.132
C 3.343 -1.147 -0.038
C 3.466 -1.970 -1.279
O 2.011 -0.757 0.291
H 3.653 -2.990 1.093
H 3.648 -1.436 2.062
H 4.983 -2.114 0.969
H 4.024 -0.355 -0.348
H 2.715 -2.743 -1.443
H 4.403 -2.501 -1.451
H 3.251 -1.366 -2.160
C 0.932 2.930 3.532
C 0.059 2.772 2.230
C -0.411 4.042 1.632
O -1.496 3.772 0.681
C -2.839 3.961 1.252
N 0.890 2.088 1.261
H 1.620 3.774 3.548
H 1.589 2.074 3.691
H 0.388 3.040 4.470
H -0.767 2.123 2.520
H 0.448 4.464 1.110
H -0.680 4.778 2.389
H -3.070 3.380 2.145
H -3.563 3.644 0.501
H -2.989 4.986 1.591
H 1.762 1.912 1.741
H 1.275 2.804 0.662
C -2.827 2.150 -2.585
C -1.618 1.436 -1.946
C -0.186 1.976 -2.398
O 0.825 1.443 -1.529
C 2.115 1.835 -1.855
N -1.809 1.246 -0.529
H -2.514 2.201 -3.628
H -3.152 3.144 -2.276
H -3.692 1.489 -2.538
H -1.482 0.423 -2.325
H -0.216 3.065 -2.382
H -0.021 1.587 -3.402
H 2.325 1.483 -2.866
H 2.808 1.628 -1.040
H 2.069 2.914 -1.998
H -2.757 0.918 -0.412
H -1.977 2.207 -0.268
```

Properties
charge = -1
spin multiplicity = 3

---

The following is a quantum chemistry calculation of a cluster of 6 separate species, C18H42F5N12O10PS2 in total, from OMol25.

```
90
C18H42F5N12O10PS2 | OMol25 | ωB97M-V/def2-TZVPD
C 1.394 0.105 5.075
C 0.205 -0.964 4.987
N -0.830 -0.685 3.942
C -0.447 -1.228 2.601
C -0.809 -2.782 2.608
C -0.245 -3.625 1.372
C -0.326 -5.166 1.789
F -0.486 -6.049 0.695
F -1.524 -5.314 2.553
C 0.856 -5.694 2.727
F 0.262 -6.596 3.649
F 1.467 -4.712 3.505
F 1.782 -6.485 2.016
O -1.371 -3.525 0.408
S -1.149 -2.222 -0.620
O -2.109 -1.076 -0.568
O -1.114 -2.535 -2.103
O 0.483 -1.953 -0.297
C 0.985 -3.084 0.505
C 1.427 -4.095 -0.695
C 2.424 -3.389 -1.753
C 3.779 -4.207 -1.991
N 4.898 -3.187 -1.995
P 2.642 -2.657 1.332
S 3.900 -4.129 1.482
C -1.003 0.763 3.905
C -1.743 1.524 5.114
O -0.576 1.495 2.977
H 2.251 -0.405 5.648
H 1.102 1.018 5.685
H 1.805 0.380 4.041
H 0.683 -1.999 4.905
H -0.342 -0.954 5.999
H -1.105 -0.678 1.841
H 0.644 -0.981 2.405
H -1.954 -2.842 2.543
H -0.556 -3.225 3.635
H 1.844 -5.084 -0.287
H 0.507 -4.406 -1.312
H 2.708 -2.326 -1.478
H 1.886 -3.317 -2.767
H 3.788 -4.701 -3.023
H 3.945 -5.025 -1.222
H 5.803 -3.685 -1.945
H 4.840 -2.705 -2.908
H 2.482 -2.039 2.630
H 3.265 -1.653 0.497
H -1.001 2.291 5.526
H -2.672 2.036 4.675
H -2.028 0.803 5.955
C -1.933 4.116 0.923
O -1.787 4.851 1.895
N -1.716 2.778 0.977
N -2.326 4.575 -0.291
H -1.833 2.164 0.191
H -1.421 2.386 1.868
H -2.500 5.561 -0.377
H -2.451 3.990 -1.093
C -4.272 5.384 -3.294
O -3.410 5.271 -2.434
N -5.352 4.567 -3.357
N -4.221 6.337 -4.260
H -6.070 4.642 -4.053
H -5.424 3.846 -2.656
H -3.433 6.963 -4.245
H -4.917 6.447 -4.974
C 2.325 1.430 -1.766
O 3.164 1.257 -0.891
N 1.225 0.642 -1.885
N 2.422 2.417 -2.688
H 0.523 0.762 -2.593
H 1.117 -0.102 -1.216
H 3.227 3.023 -2.633
H 1.745 2.573 -3.412
C -6.013 -0.288 -1.188
O -5.583 0.777 -1.608
N -5.214 -1.361 -0.960
N -7.328 -0.488 -0.913
H -5.548 -2.243 -0.616
H -4.230 -1.252 -1.152
H -7.952 0.285 -1.070
H -7.702 -1.353 -0.568
C 5.353 4.845 -4.141
O 4.352 4.183 -3.906
N 5.939 4.876 -5.364
N 5.963 5.606 -3.198
H 6.759 5.412 -5.577
H 5.514 4.323 -6.090
H 5.556 5.608 -2.277
H 6.784 6.156 -3.369
```

Properties
SMILES = CCN(CC[C@@]1(C(F)(F)C(F)(F)F)OS(=O)(=O)O[C@@]1(CCCN)[PH2]=S)C(C)=O.NC(N)=O.NC(N)=O.NC(N)=O.NC(N)=O.NC(N)=O

---

| no. | E (hartree) |
| --- | --- |
| 1 | -3221.86785 |
| 2 | -1699.25053 |
| 3 | -3757.62238 |